1.
The following is a DFT calculation (ωB97M-V with the def2-TZVPD basis set) of a 9-piece molecular cluster, H18O9 overall in a non-equilibrium geometry.

```
! wB97M-V def2-TZVPD RIJCOSX def2/J DEFGRID3
* xyz 0 1
H -0.1933 -0.2060 -0.7634
H -1.0612 -0.3390 0.3565
H 4.1775 -1.2269 3.6928
H 2.8840 -1.9021 2.8621
H -4.6416 0.7563 -0.8394
H -6.1244 1.0750 -0.7623
H 2.2766 1.9273 3.8200
H 2.6267 0.8446 2.9882
H 4.1473 0.8522 -1.6531
H 2.7099 0.8805 -0.9964
H -1.8804 3.2542 2.7863
H -1.0408 4.0576 1.7276
H -4.3588 -0.5525 0.9441
H -5.5666 -0.8885 1.7247
H 2.5593 -3.1772 -1.7068
H 2.2733 -2.1455 -2.8994
H -0.3069 -1.0205 -5.3869
H 0.2799 0.0921 -4.5926
O -0.1728 -0.0287 0.2444
O 3.7430 -2.0348 3.3850
O -5.4129 0.6265 -0.2879
O 2.3772 1.7164 2.9075
O 3.3588 0.3146 -1.5313
O -1.8169 3.4479 1.8511
O -5.2858 -0.7908 0.8385
O 2.8497 -2.7673 -2.5647
O 0.5146 -0.7688 -5.0054
*
```

Values from the calculation:
SMILES	O.O.O.O.O.O.O.O.O
DFT total energy	-687.78123	Eh
M	162.135	g mol⁻¹
max |F|	7.47	eV/A

2.
The following is a DFT calculation (ωB97M-V with the def2-TZVPD basis set) of a 13-piece molecular cluster, C5H35NO13S overall in a non-equilibrium geometry.

```
! wB97M-V def2-TZVPD RIJCOSX def2/J DEFGRID3
* xyz 0 1
C -0.2685 0.1501 -0.2599
N -1.6150 -0.3711 -0.2644
C -2.7396 0.2552 0.2781
O -2.6228 1.3338 0.8681
C 0.6987 -0.6613 -1.1273
C 0.2282 -0.9296 -2.6632
C 0.8660 0.2438 -3.5120
S 2.6069 -0.0141 -3.9919
H -0.3878 1.2351 -0.4527
H 0.0672 0.1420 0.8759
H -1.6139 -1.0896 -0.9318
H -3.7340 -0.3065 0.2276
H 0.9701 -1.6660 -0.8312
H 1.7289 -0.1724 -1.1549
H 0.6546 -1.8839 -3.0504
H -0.8459 -0.9244 -2.8305
H 0.2708 0.5031 -4.4015
H 0.6938 1.1574 -2.8794
H 2.8923 -0.7636 -2.9402
H -0.1010 -3.8267 2.0676
H -0.6493 -2.5298 1.7873
O 0.2227 -3.0521 1.7817
H 4.3541 1.3749 1.2064
H 3.2129 2.1113 1.1169
O 3.5500 1.2014 1.4167
H 2.2464 -2.5048 3.7188
H 1.8393 -2.4262 2.2188
O 2.6204 -2.4695 2.8633
H -1.2020 0.7998 2.6802
H -2.7097 1.4585 2.8556
O -2.0601 0.8188 3.1726
H 1.8362 0.3221 2.4520
H 0.9231 0.4374 3.8221
O 1.0982 0.0401 2.9530
H -1.0017 -3.6410 -0.4333
H -2.3209 -3.7045 -0.5472
O -1.6239 -4.2828 -0.3742
H 3.7843 -1.3677 0.7954
H 2.8338 -0.3114 0.1654
O 3.5408 -0.9446 -0.0737
H -3.0149 1.0835 -3.9486
H -1.8822 0.6271 -2.8261
O -2.6676 0.4186 -3.3777
H -1.5862 2.5335 -0.2164
H -1.8329 4.0016 -0.8434
O -1.1844 3.3281 -0.7973
H -2.3493 -0.9958 2.4873
H -3.6240 -1.4083 2.8230
O -3.0861 -1.3971 2.0760
H 0.4176 2.7958 -1.5397
H 1.5378 3.5805 -2.2015
O 1.1302 2.7347 -2.1112
H -0.3556 2.4033 1.6916
H -0.0673 3.4683 0.7498
O 0.3215 3.0847 1.4307
*
```

Values from the calculation:
DFT total energy	-1642.42421	Eh
M	349.396	g mol⁻¹
max |F|	9.23	eV/A

3.
The following is a DFT calculation (ωB97M-V with the def2-TZVPD basis set) of C4H6InO5 as an isolated structure in a non-equilibrium geometry.

```
! wB97M-V def2-TZVPD RIJCOSX def2/J DEFGRID3
* xyz 2 2
H -1.0948 1.2351 1.6646
O -0.4756 0.2822 -0.0801
O -2.9369 1.1972 -0.7696
C -1.4171 0.4621 0.9448
C -2.7408 0.8840 0.3781
H -1.5813 -0.4638 1.5233
H -3.5603 0.8778 1.1301
O 1.3730 1.1043 1.0877
C 0.8255 0.1397 0.3428
O 1.6251 0.1275 -0.8528
In 2.8007 1.4233 -0.0892
O 1.0452 -1.0255 0.9869
C 1.5424 -1.3325 -1.3960
H 0.6711 -1.9595 -1.1693
H 1.4063 -1.1540 -2.4698
H 2.5175 -1.7979 -1.2316
*
```

Values from the calculation:
DFT total energy	-721.39575	Eh
M	248.905	g mol⁻¹
max |F|	8.19	eV/A
<S²>	1.7556

4.
The following is a DFT calculation (ωB97M-V with the def2-TZVPD basis set) of C15H10F6N4O5RuS5 as an isolated structure in a non-equilibrium geometry.

```
! wB97M-V def2-TZVPD RIJCOSX def2/J DEFGRID3
* xyz -1 6
Ru -0.1507 -0.0901 0.4321
O 3.5283 -1.0816 1.8737
C 2.3422 -0.9640 1.5858
N 1.8342 -0.2210 0.5754
C 2.7308 0.6606 -0.1304
C 2.0602 1.9888 -0.4044
C 2.4892 2.8051 -1.4454
C 1.8297 3.9969 -1.6783
C 0.7506 4.3363 -0.8746
C 0.3831 3.4578 0.1280
N 1.0269 2.3179 0.3710
C 1.2465 -1.6206 2.3700
C 1.5007 -2.4928 3.3703
C 0.3912 -3.0456 4.1033
C -0.8621 -2.6873 3.8022
C -1.1870 -1.7430 2.6898
N -0.0077 -1.2256 1.9939
H 3.0679 0.2291 -1.0792
H 3.6265 0.8186 0.4799
H 3.3144 2.4886 -2.0705
H 2.1361 4.6427 -2.4917
H 0.1872 5.2449 -1.0356
H -0.4816 3.6491 0.7535
H 2.5310 -2.7273 3.5939
H 0.5730 -3.7447 4.9100
H -1.7104 -3.0812 4.3464
H -1.7784 -0.8910 3.0455
S -3.8541 -1.1799 1.1111
C -3.1133 0.2601 0.5459
S -2.0659 1.1914 1.5457
S -2.3234 -2.5815 1.5009
F -3.8981 1.8463 -3.6602
C -2.7671 2.1958 -3.0649
F -2.9605 3.2439 -2.2798
F -1.8379 2.4640 -3.9704
S -1.9444 0.2058 -1.8431
O -0.6905 0.9534 -1.4735
O -3.1533 0.5960 -0.8305
N -1.6477 -1.2711 -1.2076
S -1.2955 -2.4379 -2.2427
O -1.8364 -3.6840 -1.7992
O -1.4417 -2.0297 -3.6135
C 0.5176 -2.6510 -2.0162
F 0.8234 -2.9569 -0.7568
F 1.1830 -1.5398 -2.3516
F 0.9343 -3.6457 -2.8084
*
```

Values from the calculation:
DFT total energy	-3857.80341	Eh
M	701.661	g mol⁻¹
max |F|	1.17	eV/A
<S²>	8.8109

5.
The following is a DFT calculation (ωB97M-V with the def2-TZVPD basis set) of C38H49MgN3O5PSSb as an isolated structure.

```
! wB97M-V def2-TZVPD RIJCOSX def2/J DEFGRID3
* xyz 0 1
Mg 0.2751 0.2794 0.4733
N -0.8435 1.9704 1.4762
C -1.4997 2.7019 0.3759
C -1.7859 1.7866 -0.8243
O -2.5951 2.1554 -1.6592
O -1.1162 0.6848 -0.8470
H -1.5251 1.6846 2.1693
H -0.1657 2.5477 1.9599
H -0.8187 3.4733 0.0095
H -2.4225 3.1979 0.6758
O 2.0842 -0.9516 0.7621
S 2.8171 0.1377 1.4550
O 3.3830 -0.2255 2.7203
O 1.8751 1.2822 1.4797
C 4.1384 0.6606 0.3915
C 5.4281 0.6319 0.8988
C 6.4818 1.0705 0.1113
C 6.2380 1.5333 -1.1727
C 4.9442 1.5503 -1.6725
C 3.8691 1.1200 -0.8997
P 2.1708 1.0732 -1.6091
C 2.5844 0.4144 -3.2630
C 2.3487 1.0776 -4.4604
C 2.6401 0.4585 -5.6705
C 3.1738 -0.8200 -5.6926
C 3.4241 -1.4836 -4.4971
C 3.1265 -0.8714 -3.2923
C 1.7442 2.8199 -1.8893
C 0.5260 3.0671 -2.5284
C 0.0633 4.3639 -2.6838
C 0.8056 5.4283 -2.1883
C 2.0083 5.1899 -1.5390
C 2.4783 3.8918 -1.3886
H 5.5882 0.2691 1.9044
H 7.4908 1.0486 0.5012
H 7.0567 1.8762 -1.7919
H 4.7643 1.8933 -2.6845
H 1.9326 2.0768 -4.4588
H 2.4467 0.9822 -6.5980
H 3.3953 -1.3003 -6.6369
H 3.8410 -2.4828 -4.5045
H 3.3146 -1.3964 -2.3612
H -0.0829 2.2420 -2.8819
H -0.8904 4.5324 -3.1665
H 0.4410 6.4415 -2.2990
H 2.5845 6.0164 -1.1429
H 3.4121 3.7175 -0.8696
N -5.3894 -1.8394 2.6091
C -4.2470 -1.9412 2.5512
C -2.8174 -2.0677 2.4995
C -2.1647 -3.0866 3.1901
C -0.7887 -3.1545 3.1166
C -0.1081 -2.1996 2.3763
N -0.7330 -1.2259 1.7108
C -2.0637 -1.1705 1.7547
H -2.7359 -3.8031 3.7649
H -0.2374 -3.9297 3.6285
H 0.9705 -2.2052 2.2964
H -2.5402 -0.3964 1.1638
C -2.9214 -0.9374 -3.7418
C -1.6635 -1.8071 -3.7541
C -0.4618 -0.8736 -3.8975
C -1.7063 -2.7702 -4.9358
Sb -1.4718 -2.7337 -1.7689
C -3.4316 -3.7109 -1.4977
C -4.3884 -2.6202 -1.0091
C -3.2773 -4.7427 -0.3799
C -4.0292 -4.3873 -2.7269
C -0.1229 -4.4454 -2.1017
C 1.1415 -3.9000 -2.7650
C 0.2665 -4.9437 -0.7065
C -0.6771 -5.6037 -2.9237
H -2.9385 -0.3315 -4.6556
H -2.9351 -0.2428 -2.8979
H -3.8366 -1.5304 -3.7330
H -0.5482 -0.3096 -4.8345
H 0.4872 -1.4103 -3.9271
H -0.4295 -0.1569 -3.0730
H -1.8519 -2.1956 -5.8590
H -2.5217 -3.4910 -4.8663
H -0.7725 -3.3237 -5.0462
H -4.0033 -2.1104 -0.1242
H -5.3508 -3.0670 -0.7341
H -4.5771 -1.8589 -1.7648
H -2.8002 -4.3146 0.5073
H -2.6896 -5.6071 -0.6925
H -4.2667 -5.1076 -0.0790
H -4.2381 -3.6741 -3.5240
H -4.9831 -4.8561 -2.4539
H -3.3823 -5.1674 -3.1300
H 1.5347 -3.0323 -2.2280
H 0.9771 -3.6064 -3.8026
H 1.9208 -4.6726 -2.7592
H 0.7499 -4.1511 -0.1282
H 0.9803 -5.7715 -0.7975
H -0.5884 -5.3063 -0.1325
H -1.0089 -5.2886 -3.9133
H -1.5156 -6.0934 -2.4266
H 0.1043 -6.3619 -3.0622
*
```

Values from the calculation:
DFT total energy	-3197.93659	Eh
M	836.932	g mol⁻¹
max |F|	0.25	eV/A

6.
The following is a DFT calculation (ωB97M-V with the def2-TZVPD basis set) of C45H38Cl2F6N6O5P2RuS3 as an isolated structure.

```
! wB97M-V def2-TZVPD RIJCOSX def2/J DEFGRID3
* xyz 1 6
Ru -0.5567 -0.6759 -0.8639
C 0.8021 -0.0070 5.8804
C 1.2453 1.1831 5.0043
C 1.9275 2.2314 5.8890
C 2.1982 0.6586 3.9379
C 3.5561 0.5055 4.1785
C 4.3928 -0.0992 3.2543
C 3.8709 -0.5833 2.0717
C 2.5156 -0.4339 1.7785
P 1.8694 -1.2306 0.2427
C 2.1460 -2.9956 0.6122
C 2.2983 -3.8974 -0.4416
C 2.4747 -5.2494 -0.1870
C 2.4799 -5.7145 1.1212
C 2.3145 -4.8229 2.1756
C 2.1507 -3.4684 1.9233
C 3.2146 -0.7385 -0.8950
C 4.3280 -1.5225 -1.1741
C 5.3929 -0.9863 -1.8889
C 5.3470 0.3241 -2.3360
C 4.2286 1.1048 -2.0725
C 3.1684 0.5773 -1.3556
C 1.7119 0.2103 2.7117
O 0.3902 0.3793 2.3651
C -0.3367 1.3380 3.0430
C -1.4356 1.8555 2.3731
C -2.2408 2.7896 3.0157
C -1.9320 3.2025 4.2976
C -0.8067 2.6963 4.9293
C 0.0210 1.7630 4.3162
P -1.7880 1.4433 0.6238
C -3.5988 1.2648 0.7449
C -4.5704 2.0979 0.2030
C -5.9207 1.8305 0.4151
C -6.3080 0.7364 1.1664
C -5.3415 -0.0933 1.7261
C -4.0018 0.1689 1.5160
C -1.2818 3.0170 -0.1612
C -1.9562 3.6863 -1.1770
C -1.4043 4.8227 -1.7602
C -0.1664 5.2884 -1.3539
C 0.5291 4.6093 -0.3601
C -0.0221 3.4840 0.2269
H 1.6690 -0.4666 6.3603
H 0.2970 -0.7674 5.2800
H 0.1111 0.3306 6.6564
H 2.7695 1.7978 6.4267
H 1.2433 2.6045 6.6491
H 2.2861 3.0762 5.2984
H 3.9768 0.8560 5.1109
H 5.4481 -0.2085 3.4653
H 4.5208 -1.0917 1.3749
H 2.2620 -3.5488 -1.4672
H 2.6041 -5.9375 -1.0124
H 2.6146 -6.7703 1.3192
H 2.3183 -5.1807 3.1974
H 2.0330 -2.7827 2.7538
H 4.3918 -2.5420 -0.8190
H 6.2598 -1.6015 -2.0949
H 6.1778 0.7364 -2.8940
H 4.1799 2.1253 -2.4307
H 2.2983 1.1937 -1.1565
H -3.1077 3.1925 2.5067
H -2.5604 3.9236 4.8034
H -0.5768 3.0366 5.9297
H -4.3057 2.9781 -0.3559
H -6.6666 2.4917 -0.0072
H -7.3589 0.5287 1.3225
H -5.6366 -0.9469 2.3229
H -3.2556 -0.4863 1.9513
H -2.8948 3.3193 -1.5578
H -1.9450 5.3350 -2.5465
H 0.2624 6.1692 -1.8144
H 1.5050 4.9545 -0.0432
H 0.5384 2.9635 0.9966
Cl -1.0820 -2.5215 1.6646
C -1.1305 -3.9528 0.6086
Cl -0.7340 -3.5706 -1.0788
H -2.1352 -4.3538 0.6277
H -0.3885 -4.6580 0.9656
S -4.8843 -2.0687 -1.9322
C -3.5415 -1.5748 -1.2432
N -2.5830 -1.1865 -0.6479
F 2.5029 -2.4855 -5.9832
C 2.5700 -2.0077 -4.7520
F 2.9175 -0.7269 -4.7821
F 3.4604 -2.7027 -4.0543
S 0.9439 -2.2078 -3.9278
O 1.0743 -1.5876 -2.6102
O 0.6574 -3.6157 -3.8975
N 0.0861 -1.3694 -4.9587
S -1.4720 -1.3801 -4.7187
O -2.1321 -0.5063 -5.6380
O -1.7560 -1.2135 -3.2984
C -2.1548 -3.0722 -5.1594
F -3.3526 -2.8867 -5.7048
F -1.3673 -3.6746 -6.0355
F -2.2923 -3.8231 -4.0753
N -3.5908 1.3653 -3.4557
C -2.6631 1.9009 -4.2615
N -3.0508 2.5352 -5.3698
N -1.3666 1.9281 -3.9828
C -0.7746 1.3755 -3.0050
N -0.0647 0.9997 -2.1386
H -4.5066 1.1678 -3.8317
H -3.2766 0.6655 -2.7989
H -3.9566 2.3535 -5.7669
H -2.3202 2.8229 -6.0002
*
```

Values from the calculation:
DFT total energy	-5933.86835	Eh
M	1186.949	g mol⁻¹
max |F|	0.77	eV/A
<S²>	8.7646